[1]
{"formula": "C27H61Cl3N4O15", "method": "ωB97M-V/def2-TZVPD", "e_homo_ev": -3.93, "total_energy_ev": -103205.5697, "homo_lumo_gap_ev": 7.473, "relative_energy_ev": 0.000, "lumo_energy_ev": 3.547, "total_charge": -2, "elements": ["Cl", "Cl", "Cl", "O", "O", "O", "O", "O", "O", "O", "O", "O", "O", "O", "O", "O", "O", "O", "N", "N", "N", "N", "C", "C", "C", "C", "C", "C", "C", "C", "C", "C", "C", "C", "C", "C", "C", "C", "C", "C", "C", "C", "C", "C", "C", "C", "C", "C", "C", "H", "H", "H", "H", "H", "H", "H", "H", "H", "H", "H", "H", "H", "H", "H", "H", "H", "H", "H", "H", "H", "H", "H", "H", "H", "H", "H", "H", "H", "H", "H", "H", "H", "H", "H", "H", "H", "H", "H", "H", "H", "H", "H", "H", "H", "H", "H", "H", "H", "H", "H", "H", "H", "H", "H", "H", "H", "H", "H", "H", "H"], "coordinates": [[-17.055, 7.953, 16.510], [-14.569, 12.796, 14.944], [-20.183, 12.070, 15.408], [-12.432, 8.605, 11.114], [-15.996, 8.452, 17.347], [-17.167, 8.793, 15.328], [-17.652, 10.293, 10.722], [-15.317, 12.646, 16.157], [-15.002, 11.824, 13.945], [-19.047, 11.898, 16.264], [-14.869, 14.128, 14.438], [-16.788, 6.584, 16.105], [-19.799, 13.086, 14.418], [-21.357, 12.496, 16.125], [-18.491, 15.655, 14.862], [-20.486, 10.815, 14.726], [-18.313, 7.996, 17.223], [-13.163, 12.610, 15.174], [-17.770, 11.174, 13.399], [-19.047, 10.020, 10.786], [-17.751, 16.289, 13.854], [-13.349, 7.612, 11.546], [-17.291, 14.237, 12.753], [-13.707, 8.661, 13.742], [-17.147, 18.178, 15.273], [-17.067, 18.370, 12.816], [-17.841, 17.749, 13.973], [-17.159, 16.346, 11.477], [-19.221, 10.646, 8.342], [-12.285, 5.846, 10.259], [-19.262, 18.345, 14.015], [-19.425, 15.490, 12.135], [-19.276, 8.579, 10.959], [-14.359, 8.127, 12.467], [-18.681, 7.659, 9.876], [-14.103, 7.238, 9.221], [-21.264, 10.444, 9.784], [-15.799, 6.099, 11.748], [-21.666, 8.980, 10.015], [-19.649, 12.259, 10.139], [-15.290, 6.982, 12.870], [-15.197, 9.249, 11.831], [-19.759, 10.763, 9.786], [-20.774, 8.314, 11.078], [-17.510, 17.839, 11.462], [-17.962, 15.590, 12.548], [-14.569, 5.565, 11.032], [-18.726, 8.173, 12.331], [-13.589, 6.612, 10.530], [-17.391, 10.052, 9.822], [-17.032, 19.470, 12.811], [-20.948, 7.241, 10.995], [-19.970, 14.866, 12.851], [-19.006, 6.655, 10.145], [-13.512, 8.108, 8.942], [-19.782, 12.520, 11.187], [-17.809, 17.984, 16.122], [-13.163, 7.827, 14.194], [-19.187, 8.756, 13.127], [-19.172, 19.432, 14.076], [-19.938, 16.455, 12.185], [-19.794, 17.940, 14.878], [-14.525, 10.013, 11.428], [-18.946, 9.641, 8.023], [-17.028, 19.262, 15.193], [-19.141, 7.902, 8.917], [-16.835, 18.292, 10.724], [-18.077, 12.140, 13.276], [-19.421, 15.865, 14.707], [-14.087, 4.843, 11.709], [-15.664, 8.882, 10.907], [-16.358, 5.212, 12.051], [-18.531, 18.086, 11.183], [-17.753, 10.747, 12.472], [-16.214, 17.677, 15.515], [-11.557, 6.433, 9.685], [-17.636, 8.164, 12.372], [-15.918, 9.624, 12.548], [-11.724, 8.488, 11.754], [-16.221, 14.156, 12.555], [-14.473, 8.956, 14.462], [-14.844, 6.420, 13.694], [-18.303, 11.217, 8.137], [-18.975, 7.144, 12.617], [-17.436, 15.989, 10.478], [-15.992, 18.206, 12.969], [-14.753, 4.838, 10.224], [-19.898, 18.185, 13.144], [-20.350, 12.819, 9.514], [-15.179, 7.406, 9.245], [-17.476, 13.782, 13.725], [-19.672, 15.174, 11.120], [-13.940, 6.537, 8.388], [-17.599, 7.687, 9.753], [-16.846, 11.035, 13.826], [-18.528, 10.700, 13.908], [-18.654, 12.593, 9.833], [-19.895, 11.098, 7.612], [-22.731, 8.862, 10.189], [-21.197, 8.667, 12.022], [-21.641, 10.943, 10.689], [-13.090, 9.535, 13.540], [-16.448, 6.640, 11.051], [-12.443, 4.874, 9.796], [-16.096, 16.168, 11.619], [-11.723, 5.730, 11.192], [-16.185, 7.409, 13.339], [-21.730, 10.889, 8.910], [-21.429, 8.486, 9.054], [-17.669, 13.523, 11.995]], "lowdin_charge": [0.6314, 0.6474, 0.6558, -0.0108, -0.3632, -0.3973, -0.0465, -0.3370, -0.4034, -0.3154, -0.3905, -0.4009, -0.4045, -0.3595, 0.0008, -0.3888, -0.3741, -0.3676, 0.3164, -0.0740, -0.0791, -0.1058, -0.0430, -0.0106, -0.0343, -0.1680, -0.5210, -0.1344, -0.0378, -0.0526, -0.0388, -0.0259, -0.4846, -0.4915, -0.0186, -0.0265, -0.1337, -0.1624, -0.1708, -0.0379, -0.1319, -0.0180, -0.5154, -0.1333, -0.1807, -0.4678, -0.1634, -0.0175, -0.5281, 0.0965, 0.1129, 0.1178, 0.0695, 0.0910, 0.0791, 0.0833, 0.0779, 0.0881, 0.0834, 0.0812, 0.0561, 0.0799, 0.0957, 0.0634, 0.0760, 0.0601, 0.1042, 0.0611, 0.0813, 0.1209, 0.0569, 0.1182, 0.1025, 0.0671, 0.0933, 0.0745, 0.0505, 0.0562, 0.1008, 0.0754, 0.0877, 0.1274, 0.0804, 0.1087, 0.1156, 0.1256, 0.1168, 0.0583, 0.0875, 0.0580, 0.0682, 0.0771, 0.0772, 0.0571, 0.0916, 0.0745, 0.0758, 0.0834, 0.1057, 0.1296, 0.1267, 0.0835, 0.0706, 0.0745, 0.1212, 0.0843, 0.0875, 0.1114, 0.1016, 0.0728]}



[2]
{"formula": "C27H61O23P5S", "method": "ωB97M-V/def2-TZVPD", "e_homo_ev": -8.53, "smiles": "CCSCC1=CC(=O)C(C)=C(CCO)C1=O.COP(=O)(OC)OC.COP(=O)(OC)OC.COP(=O)(OC)OC.COP(=O)(OC)OC.COP(=O)(OC)OC", "total_energy_ev": -133351.5392, "homo_lumo_gap_ev": 6.089, "lumo_energy_ev": -2.446, "elements": ["S", "P", "P", "P", "P", "P", "O", "O", "O", "O", "O", "O", "O", "O", "O", "O", "O", "O", "O", "O", "O", "O", "O", "O", "O", "O", "O", "O", "O", "C", "C", "C", "C", "C", "C", "C", "C", "C", "C", "C", "C", "C", "C", "C", "C", "C", "C", "C", "C", "C", "C", "C", "C", "C", "C", "C", "H", "H", "H", "H", "H", "H", "H", "H", "H", "H", "H", "H", "H", "H", "H", "H", "H", "H", "H", "H", "H", "H", "H", "H", "H", "H", "H", "H", "H", "H", "H", "H", "H", "H", "H", "H", "H", "H", "H", "H", "H", "H", "H", "H", "H", "H", "H", "H", "H", "H", "H", "H", "H", "H", "H", "H", "H", "H", "H", "H", "H"], "coordinates": [[1.676, 3.425, 0.850], [-3.270, 1.195, 0.784], [-9.282, 3.587, -2.072], [-0.058, -4.202, 2.335], [-0.658, -0.764, -6.389], [4.209, -5.665, 8.080], [0.798, -0.429, -5.752], [-0.719, -5.170, 1.401], [-0.091, -2.278, -6.875], [3.817, -4.770, 6.946], [-9.156, 5.207, -2.212], [-1.285, -3.049, 2.352], [-4.940, 1.323, 1.065], [-10.958, 3.753, -1.816], [2.664, -5.990, 8.677], [7.561, 3.684, -2.850], [-9.026, 3.151, -0.653], [-3.153, 2.812, 0.618], [5.854, -5.775, 7.694], [4.315, 3.864, -2.854], [-2.971, 0.762, 2.197], [2.513, -0.841, -2.164], [4.533, -4.844, 9.446], [-7.633, 3.463, -2.481], [-1.650, -1.222, -5.366], [-1.117, 0.868, -6.402], [-1.661, 1.031, 0.292], [0.926, -3.148, 1.567], [1.231, -5.204, 2.777], [-0.449, -2.683, -8.207], [3.147, 0.164, -1.991], [-2.029, -2.868, 3.572], [0.853, 0.228, -4.488], [6.871, 3.050, -3.930], [5.225, -0.959, -2.999], [1.706, -3.629, 0.478], [-1.420, -0.042, -0.643], [-9.671, 6.028, -1.171], [-7.342, 2.412, -3.405], [5.031, 1.558, -2.856], [-11.770, 3.873, -2.995], [5.238, -3.612, 9.353], [2.600, 3.783, -0.666], [6.425, 1.642, -3.488], [-5.771, 1.414, -0.107], [2.891, 3.454, 2.223], [2.194, -7.339, 8.503], [4.519, 0.342, -2.631], [2.588, 1.312, -1.172], [4.206, 2.747, -2.431], [6.585, -6.833, 8.337], [1.965, -4.807, 3.953], [3.100, 2.514, -1.395], [-0.646, 1.647, -7.514], [-3.642, 3.644, 1.662], [3.442, 4.898, 2.393], [2.312, 3.226, 3.133], [-0.357, -0.067, -0.873], [-0.066, 0.103, -3.915], [1.274, -4.530, 0.041], [4.079, 4.973, 3.291], [-7.849, 2.586, -4.356], [7.628, -6.756, 8.039], [-0.038, -3.674, -8.385], [4.814, -2.925, 10.085], [1.040, 1.293, -4.644], [2.164, -7.597, 7.441], [7.293, 4.611, -2.828], [6.402, 1.023, -4.406], [2.840, -8.040, 9.035], [1.681, -0.188, -3.921], [1.319, -4.842, 4.831], [-6.268, 2.383, -3.582], [-1.712, -1.000, -0.204], [7.216, 1.190, -2.864], [-0.970, 2.675, -7.372], [-9.758, 5.488, -0.228], [4.422, -1.653, -3.315], [-5.478, 2.273, -0.718], [-11.708, 2.962, -3.593], [-12.803, 4.020, -2.684], [-2.522, -3.797, 3.871], [-2.783, -2.104, 3.390], [-4.631, 4.021, 1.397], [0.446, 1.621, -7.568], [-11.453, 4.731, -3.596], [5.698, -1.441, -2.127], [5.159, -3.167, 8.361], [2.787, -5.504, 4.094], [1.189, -7.407, 8.913], [3.402, 4.522, -0.520], [3.969, 5.213, 1.479], [2.589, 5.582, 2.533], [2.370, -3.799, 3.833], [-2.962, 4.489, 1.766], [-7.662, 1.453, -2.988], [1.885, 4.265, -1.359], [-1.365, -2.529, 4.370], [-1.069, 1.269, -8.447], [-1.536, -2.723, -8.312], [-10.650, 6.413, -1.459], [3.691, 2.717, 2.064], [-1.976, 0.123, -1.568], [-0.032, -1.992, -8.942], [6.517, -6.741, 9.425], [1.778, 1.091, -0.474], [2.722, -3.842, 0.815], [1.745, -2.850, -0.282], [6.289, -3.773, 9.595], [5.905, -0.863, -3.853], [6.072, 3.661, -4.371], [-8.991, 6.869, -1.037], [7.622, 2.902, -4.737], [6.199, -7.805, 8.025], [-6.805, 1.540, 0.210], [-5.688, 0.497, -0.695], [-3.700, 3.115, 2.614]], "lowdin_charge": [0.8732, 0.6541, 0.6730, 0.6130, 0.6079, 0.6156, -0.2586, -0.2754, -0.2262, -0.2626, -0.2760, -0.2374, -0.2550, -0.2627, -0.2282, -0.0674, -0.2606, -0.2738, -0.2464, 0.1152, -0.2744, 0.0782, -0.2700, -0.2458, -0.2647, -0.2482, -0.2408, -0.2725, -0.2509, -0.1275, -0.3306, -0.1140, -0.0891, -0.2618, -0.0169, -0.1059, -0.1075, -0.1063, -0.1472, -0.0720, -0.1286, -0.1065, -0.4168, -0.1084, -0.1247, -0.5108, -0.1235, -0.1274, 0.0367, -0.2691, -0.1223, -0.1250, -0.1670, -0.1262, -0.1097, -0.1757, 0.0716, 0.0683, 0.0860, 0.0857, 0.0709, 0.0776, 0.0878, 0.0865, 0.0898, 0.0914, 0.0848, 0.0863, 0.1141, 0.0791, 0.0581, 0.0775, 0.0880, 0.0864, 0.1374, 0.0866, 0.0875, 0.0872, 0.0783, 0.0788, 0.0878, 0.0825, 0.0808, 0.0849, 0.0838, 0.0825, 0.1024, 0.0855, 0.0807, 0.0875, 0.0777, 0.0533, 0.0665, 0.0857, 0.0881, 0.0837, 0.0940, 0.0808, 0.0785, 0.0850, 0.0843, 0.0731, 0.0798, 0.0779, 0.0844, 0.0933, 0.0837, 0.0739, 0.0842, 0.0728, 0.1126, 0.0913, 0.1144, 0.0798, 0.0822, 0.0805, 0.0856]}